# 1
Density functional theory data (ωB97M-V/def2-TZVPD) for an isolated molecule of C4H6N2O2 at a distorted geometry.

As for the SMILES: [H]/N=c1/occ(O)n1C. As for the energy above the lowest of the compared OMol25 structures with the same formula, charge and spin: 43.83 kcal per mole. Its multiplicity is 1. For the gap between HOMO and LUMO, the calculation gives 8.2235 eV. The total energy comes out at -11319.14117 eV. The highest occupied orbital energy is -7.90 eV. For the molecular weight, the calculation gives 114.1 u. Its total charge is 0.

Each line ends with the Löwdin charge.
Positions of all 14 atoms, in Å:
1 C 0.319 1.989 -0.025  -0.02
2 C 1.029 -0.386 0.011  -0.33
3 C 0.438 -1.591 0.002  -0.02
4 C -1.211 -0.065 -0.022  -0.44
5 H -0.129 2.502 0.832  0.09
6 H 1.405 2.063 0.084  0.09
7 H 0.017 2.512 -0.953  0.10
8 H 2.657 0.109 0.806  0.12
9 H 0.717 -2.586 0.188  0.11
10 H -2.376 1.339 0.176  0.04
11 N 0.005 0.588 -0.037  -0.02
12 N -2.399 0.330 0.056  0.15
13 O 2.325 -0.056 -0.081  0.08
14 O -0.947 -1.449 -0.054  0.04


# 2
Density functional theory data (ωB97M-V/def2-TZVPD) for a cluster of 2 separate species, C4H6N2O2 in total at a distorted geometry.

As for the SMILES: CN=C=O.N=C=CO. As for the energy above the lowest of the compared OMol25 structures with the same formula, charge and spin: 84.70 kcal per mole. Its multiplicity is 1. For the gap between HOMO and LUMO, the calculation gives 9.0032 eV. The total energy comes out at -11317.36881 eV. The highest occupied orbital energy is -8.48 eV. For the molecular weight, the calculation gives 114.1 u. Its total charge is 0.

Each line ends with the Löwdin charge.
Positions of all 14 atoms, in Å:
1 C -2.045 -0.712 0.902  -0.15
2 C 1.047 -1.111 -0.320  -0.39
3 C 2.002 0.984 -1.166  -0.09
4 C -1.418 0.118 0.134  -0.18
5 N -2.836 -1.282 1.634  0.19
6 N 1.688 -0.387 -0.981  0.07
7 O 0.442 -1.971 0.182  0.14
8 O -0.823 1.308 0.606  -0.01
9 H 3.055 1.152 -0.866  0.09
10 H 1.877 0.962 -2.258  0.09
11 H 1.237 1.675 -0.767  0.08
12 H -1.053 -0.043 -0.811  0.08
13 H -2.503 -1.960 2.208  0.02
14 H -0.671 1.267 1.505  0.05


# 3
Density functional theory data (ωB97M-V/def2-TZVPD) for an isolated molecule of C4H6N2O2 at a distorted geometry.

As for the SMILES: C=NNC(=C)C(=O)O. As for the energy above the lowest of the compared OMol25 structures with the same formula, charge and spin: 113.60 kcal per mole. Its multiplicity is 1. For the gap between HOMO and LUMO, the calculation gives 8.6881 eV. The total energy comes out at -11316.11582 eV. The highest occupied orbital energy is -8.39 eV. For the molecular weight, the calculation gives 114.1 u. Its total charge is 0.

Each line ends with the Löwdin charge.
Positions of all 14 atoms, in Å:
1 N -0.075 -0.785 0.887  -0.05
2 C 1.609 -0.278 -0.054  -0.50
3 C 0.435 0.549 0.860  -0.16
4 C -1.856 -0.726 -0.601  -0.06
5 C -0.303 1.627 0.636  0.04
6 O 1.546 0.151 -1.316  0.10
7 N -1.220 -1.363 0.284  0.01
8 O 2.537 -0.893 0.402  0.08
9 H 2.391 -0.011 -1.761  0.13
10 H 0.383 -1.432 1.516  0.14
11 H -1.496 0.145 -1.144  0.07
12 H -2.767 -1.192 -0.956  0.06
13 H -1.361 1.649 0.862  0.07
14 H 0.178 2.559 0.383  0.07


# 4
Density functional theory data (ωB97M-V/def2-TZVPD) for an isolated molecule of C4H6N2O2 at a distorted geometry.

As for the SMILES: [H]/N=C\N(C=C)OC=O. As for the energy above the lowest of the compared OMol25 structures with the same formula, charge and spin: 171.87 kcal per mole. Its multiplicity is 1. For the gap between HOMO and LUMO, the calculation gives 8.9534 eV. The total energy comes out at -11313.58902 eV. The highest occupied orbital energy is -8.63 eV. For the molecular weight, the calculation gives 114.1 u. Its total charge is 0.

Each line ends with the Löwdin charge.
Positions of all 14 atoms, in Å:
1 C 0.967 -1.359 -1.197  -0.03
2 C -0.208 -1.034 -0.781  -0.22
3 C 1.328 0.615 1.556  -0.14
4 C -1.317 1.201 0.198  -0.20
5 H 1.017 -2.468 -1.468  0.07
6 H 1.940 -0.584 -1.499  0.16
7 H -1.230 -1.470 -0.704  0.13
8 H 2.124 1.390 1.801  0.16
9 H -1.037 2.262 0.435  0.14
10 H -2.595 -0.052 -0.434  0.11
11 N -0.229 0.124 -0.026  -0.11
12 N -2.519 1.036 -0.079  0.08
13 O 0.906 0.960 0.315  -0.08
14 O 0.853 -0.620 1.882  -0.05


# 5
Density functional theory data (ωB97M-V/def2-TZVPD) for a structure of composition C4H6N2O2 at a distorted geometry.

As for the energy above the lowest of the compared OMol25 structures with the same formula, charge and spin: 141.52 kcal per mole. Its multiplicity is 1. For the gap between HOMO and LUMO, the calculation gives 8.8918 eV. The total energy comes out at -11314.90505 eV. The highest occupied orbital energy is -8.20 eV. For the molecular weight, the calculation gives 114.1 u. Its total charge is 0.

Each line ends with the Löwdin charge.
Positions of all 14 atoms, in Å:
1 C 2.305 -0.424 -0.021  -0.04
2 C -0.146 -0.728 0.123  -0.30
3 C -2.300 -0.219 0.136  -0.17
4 C -1.057 0.395 0.177  -0.28
5 H 2.628 -0.047 1.316  0.19
6 H 2.308 0.402 -0.741  0.07
7 H 3.131 -1.188 -0.225  0.09
8 H -3.261 0.438 -0.029  0.16
9 H -0.369 2.319 0.565  0.08
10 H -0.959 1.984 -0.974  0.12
11 N -2.153 -1.463 0.010  0.03
12 N -0.380 1.587 -0.155  0.04
13 O 1.057 -1.169 0.008  -0.05
14 O -0.804 -1.886 -0.192  0.06


# 6
Density functional theory data (ωB97M-V/def2-TZVPD) for an isolated molecule of C4H6N2O2 at a distorted geometry.

As for the SMILES: C[C@@](O)(C#N)C(N)=O. As for the energy above the lowest of the compared OMol25 structures with the same formula, charge and spin: 38.99 kcal per mole. Its multiplicity is 1. For the gap between HOMO and LUMO, the calculation gives 11.3947 eV. The total energy comes out at -11319.35108 eV. The highest occupied orbital energy is -10.87 eV. For the molecular weight, the calculation gives 114.1 u. Its total charge is 0.

Each line ends with the Löwdin charge.
Positions of all 14 atoms, in Å:
1 C 0.093 1.966 0.503  -0.19
2 C 0.701 0.199 -1.223  -0.42
3 C -0.918 -0.156 0.737  -0.01
4 C -0.355 0.831 -0.198  -0.47
5 N 0.273 2.997 0.957  0.21
6 N 1.788 -0.228 -0.518  0.19
7 O 0.498 0.142 -2.420  0.09
8 O -1.539 1.366 -0.966  -0.03
9 H -1.338 0.481 1.422  0.07
10 H -1.393 -1.035 0.315  0.11
11 H -0.030 -0.719 1.278  0.13
12 H 1.956 0.288 0.308  0.09
13 H 2.600 -0.575 -0.921  0.09
14 H -1.311 1.336 -1.959  0.13


# 7
Density functional theory data (ωB97M-V/def2-TZVPD) for a structure of composition C4H6N2O2 at a distorted geometry.

As for the energy above the lowest of the compared OMol25 structures with the same formula, charge and spin: 99.44 kcal per mole. Its multiplicity is 1. For the gap between HOMO and LUMO, the calculation gives 8.7263 eV. The total energy comes out at -11316.72980 eV. The highest occupied orbital energy is -7.89 eV. For the molecular weight, the calculation gives 114.1 u. Its total charge is 0.

Each line ends with the Löwdin charge.
Positions of all 14 atoms, in Å:
1 C -2.291 -0.157 0.236  0.02
2 C -0.083 -0.203 -0.334  -0.31
3 C 0.814 1.746 -0.154  -0.20
4 C 1.295 -0.168 0.087  -0.25
5 H -2.239 1.001 0.147  0.12
6 H -3.291 -0.566 0.210  0.08
7 H -2.030 -0.353 1.295  0.09
8 H 0.856 2.797 0.023  0.12
9 H 3.027 -1.613 0.130  0.11
10 H 1.642 -2.123 -0.735  0.00
11 N 1.896 1.021 0.002  0.15
12 N 1.941 -1.605 0.015  0.05
13 O -1.162 -0.930 -0.522  -0.01
14 O -0.374 1.155 -0.400  0.02


# 8
Density functional theory data (ωB97M-V/def2-TZVPD) for an isolated molecule of C4H6N2O2 at a distorted geometry.

As for the SMILES: NC(=O)N1C[C@H]1C=O. As for the energy above the lowest of the compared OMol25 structures with the same formula, charge and spin: 39.30 kcal per mole. Its multiplicity is 1. For the gap between HOMO and LUMO, the calculation gives 10.6052 eV. The total energy comes out at -11319.33748 eV. The highest occupied orbital energy is -9.94 eV. For the molecular weight, the calculation gives 114.1 u. Its total charge is 0.

Each line ends with the Löwdin charge.
Positions of all 14 atoms, in Å:
1 C 0.243 -0.196 1.504  -0.60
2 C 0.999 -1.069 -0.579  -0.02
3 C 0.111 0.166 -0.827  -0.22
4 C -0.849 0.240 -1.957  -0.24
5 H -1.632 0.629 1.681  0.13
6 H -0.478 1.023 2.947  0.13
7 H 0.887 -1.951 -1.181  0.10
8 H 1.984 -0.892 -0.182  0.10
9 H 0.640 1.145 -0.594  0.18
10 H -1.488 -0.639 -2.148  0.13
11 N -0.760 0.376 2.192  0.17
12 N -0.209 -0.732 0.268  0.02
13 O 1.441 -0.181 1.799  0.04
14 O -0.960 1.222 -2.622  0.07


# 9
Density functional theory data (ωB97M-V/def2-TZVPD) for a structure of composition C4H6N2O2S2 at a distorted geometry.

As for the energy above the lowest of the compared OMol25 structures with the same formula, charge and spin: 110.27 kcal per mole. Its multiplicity is 1. For the gap between HOMO and LUMO, the calculation gives 8.7389 eV. The total energy comes out at -32985.90683 eV. The highest occupied orbital energy is -9.47 eV. For the molecular weight, the calculation gives 178.2 u. Its total charge is 0.

Each line ends with the Löwdin charge.
Positions of all 16 atoms, in Å:
1 C 1.563 -0.787 0.345  -0.10
2 C -0.823 1.329 -0.425  -0.80
3 C 0.318 -1.284 0.443  -0.32
4 C -0.913 -0.978 -0.542  -0.28
5 N -0.931 0.265 -1.226  -0.04
6 N -0.994 2.544 -0.933  0.12
7 O 1.660 -0.427 -2.467  -0.29
8 O 1.839 1.577 -1.079  -0.32
9 S -0.773 1.267 1.340  0.93
10 S 1.363 0.232 -1.224  0.75
11 H -0.035 -1.871 1.235  0.08
12 H -0.022 0.239 1.216  -0.20
13 H -0.925 -1.789 -1.240  0.11
14 H -1.809 -1.051 0.096  0.11
15 H -1.371 2.749 -1.868  0.14
16 H -0.652 3.314 -0.369  0.11


# 10
Density functional theory data (ωB97M-V/def2-TZVPD) for an isolated molecule of C4H6N2O3.

As for the SMILES: N[C@@H]1CN(OC=O)C1=O. As for the energy above the lowest of the compared OMol25 structures with the same formula, charge and spin: 72.02 kcal per mole. Its multiplicity is 1. For the gap between HOMO and LUMO, the calculation gives 10.4946 eV. The total energy comes out at -13365.85572 eV. The highest occupied orbital energy is -9.70 eV. For the molecular weight, the calculation gives 130.1 u. Its total charge is 0.

Each line ends with the Löwdin charge.
Positions of all 15 atoms, in Å:
1 C 1.121 -0.696 -0.506  -0.26
2 C 0.659 0.324 0.575  -0.04
3 C -1.918 2.117 0.576  -0.32
4 C -0.346 -0.685 -0.979  -0.40
5 H 1.971 -2.485 -0.816  0.08
6 H 0.891 -2.505 0.371  0.08
7 H 1.757 -0.254 -1.263  0.15
8 H 1.176 1.278 0.693  0.12
9 H 0.501 -0.163 1.533  0.13
10 H -2.950 2.254 0.956  0.15
11 N 1.637 -1.949 -0.023  0.06
12 N -0.577 0.428 -0.203  -0.04
13 O -1.807 0.795 0.310  0.05
14 O -1.060 2.923 0.423  0.11
15 O -1.055 -1.380 -1.646  0.12


> molecular weight of number 8 (C4H6N2O2)?

114.1 u


What did the fifth record say?
Density functional theory data (ωB97M-V/def2-TZVPD) for a structure of composition C4H6N2O2 at a distorted geometry.

As for the energy above the lowest of the compared OMol25 structures with the same formula, charge and spin: 141.52 kcal per mole. Its multiplicity is 1. For the gap between HOMO and LUMO, the calculation gives 8.8918 eV. The total energy comes out at -11314.90505 eV. The highest occupied orbital energy is -8.20 eV. For the molecular weight, the calculation gives 114.1 u. Its total charge is 0.

Each line ends with the Löwdin charge.
Positions of all 14 atoms, in Å:
1 C 2.305 -0.424 -0.021  -0.04
2 C -0.146 -0.728 0.123  -0.30
3 C -2.300 -0.219 0.136  -0.17
4 C -1.057 0.395 0.177  -0.28
5 H 2.628 -0.047 1.316  0.19
6 H 2.308 0.402 -0.741  0.07
7 H 3.131 -1.188 -0.225  0.09
8 H -3.261 0.438 -0.029  0.16
9 H -0.369 2.319 0.565  0.08
10 H -0.959 1.984 -0.974  0.12
11 N -2.153 -1.463 0.010  0.03
12 N -0.380 1.587 -0.155  0.04
13 O 1.057 -1.169 0.008  -0.05
14 O -0.804 -1.886 -0.192  0.06